Molecular formula: C30H40MoN6S
Method: DFT, ωB97M-V/def2-TZVPD

Results
DFT total energy, Eh: -1961.52360
Kohn-Sham gap (alpha / beta), eV: 6.3 / 6.6
HOMO energy (alpha / beta), eV: -13.64 / -13.85
2S+1: 3
Total charge: +2

Element x y z (Å)
1 Mo 0.71077 -0.42768 -0.23626
2 C 0.89578 4.99505 -0.25124
3 C 1.85905 3.94981 -0.68080
4 N 3.11959 4.10888 -0.92709
5 N 3.57148 2.85162 -1.26190
6 C 2.63345 1.93476 -1.21010
7 S 2.67459 0.25100 -1.50403
8 N 1.53569 2.60677 -0.86310
9 N 0.32829 1.91732 -0.71577
10 H 1.44221 5.91687 -0.06894
11 H 0.38500 4.70530 0.66961
12 H 0.14765 5.18164 -1.02317
13 H 4.53775 2.71765 -1.51903
14 H -0.14818 2.22717 0.12562
15 H -0.26493 2.10222 -1.52045
16 C -4.85913 0.69408 0.85089
17 C -3.95924 1.36215 -0.20495
18 C -2.90220 2.26354 0.44577
19 C -3.45736 0.41141 -1.30851
20 C -4.34552 0.18798 -2.36033
21 C -3.97936 -0.49362 -3.50622
22 C -2.66766 -0.91271 -3.65860
23 C -1.75199 -0.73470 -2.63390
24 C -0.30740 -1.13473 -2.89722
25 C 0.31009 -0.22499 -3.95619
26 C -0.12456 -2.60697 -3.23922
27 C -2.18172 -0.15152 -1.43656
28 N -1.27974 -0.19276 -0.30897
29 C -1.73624 -0.47630 0.92020
30 C -0.87195 -0.41941 1.99870
31 C -1.05809 -0.57664 3.37419
32 C 0.15911 -0.30384 3.97287
33 C 1.09201 -0.00830 2.96386
34 N 0.46994 -0.05993 1.75548
35 C 2.55652 0.30164 3.13581
36 C 3.38223 -0.76537 2.40436
37 C 2.92191 0.29666 4.61923
38 C 2.85018 1.68622 2.54282
39 H -5.55387 1.42538 1.26923
40 H -4.28795 0.29021 1.69396
41 H -5.45079 -0.11312 0.41627
42 H -4.60433 2.04414 -0.75582
43 H -2.29991 1.76038 1.20605
44 H -3.40301 3.09634 0.94397
45 H -2.23566 2.68874 -0.31588
46 H -5.35053 0.59156 -2.27924
47 H -4.69764 -0.65275 -4.30118
48 H -2.35749 -1.38211 -4.58643
49 H 0.29500 -0.97573 -1.96586
50 H -0.25099 -0.33208 -4.88506
51 H 1.34631 -0.49843 -4.15520
52 H 0.27216 0.82641 -3.66286
53 H -0.58991 -2.80847 -4.20527
54 H -0.58344 -3.25446 -2.49377
55 H 0.93436 -2.85894 -3.31873
56 H -2.77739 -0.74626 1.04638
57 H -1.98582 -0.84466 3.86495
58 H 0.36816 -0.31845 5.03288
59 H 3.17421 -1.76244 2.79815
60 H 4.44933 -0.56310 2.52604
61 H 3.17024 -0.77947 1.33769
62 H 2.77076 -0.69089 5.06367
63 H 2.33025 1.02583 5.18089
64 H 3.97482 0.55933 4.73704
65 H 2.61072 1.70167 1.48028
66 H 3.90870 1.92925 2.66311
67 H 2.26254 2.46108 3.04693
68 C 1.36051 -5.23241 0.07524
69 C 2.38021 -4.38593 -0.33964
70 C 2.15872 -3.01617 -0.40768
71 C 0.90982 -2.47760 -0.05186
72 C -0.11725 -3.34692 0.34760
73 C 0.11237 -4.71303 0.40853
74 H 1.53756 -6.29955 0.14011
75 H 3.34672 -4.79101 -0.61888
76 H 2.97120 -2.38209 -0.74179
77 H -1.09781 -2.97661 0.60918
78 H -0.68892 -5.37792 0.71019

Forces on atoms 1 to 2 (eV/Å):
Mo 0.434 -0.787 0.501
C 0.061 -0.089 -0.041